Density functional theory data (the ωB97M-V functional and the def2-TZVPD basis) for a structure of composition C37H30AuBrN4O2PSTe.

Each line ends with the Löwdin spin population.
Atoms and positions in Å:
Au -0.494 -0.813 -1.138  0.09
N -3.658 0.643 -0.721  0.00
P -2.511 -0.427 -0.099  0.00
C -3.538 -1.883 0.210  0.00
C -3.478 -2.935 -0.701  0.00
C -4.302 -4.038 -0.538  0.00
C -5.182 -4.088 0.535  0.00
C -5.240 -3.042 1.445  0.00
C -4.420 -1.937 1.287  0.00
C -2.089 0.233 1.533  0.00
C -1.363 -0.606 2.381  0.00
C -0.902 -0.134 3.597  0.00
C -1.161 1.181 3.970  0.00
C -1.885 2.015 3.129  0.00
C -2.340 1.548 1.903  0.00
C -3.399 1.643 -1.667  0.00
C -4.420 2.504 -2.074  0.00
C -4.116 3.493 -2.988  0.00
C -2.823 3.584 -3.489  0.00
C -1.885 2.685 -3.025  0.00
N -2.152 1.742 -2.118  0.01
H -4.623 0.470 -0.488  0.00
H -2.781 -2.882 -1.529  0.00
H -4.254 -4.860 -1.239  0.00
H -5.826 -4.948 0.663  0.00
H -5.925 -3.089 2.282  0.00
H -4.457 -1.118 1.997  0.00
H -1.169 -1.628 2.069  0.00
H -0.333 -0.783 4.250  0.00
H -0.804 1.549 4.923  0.00
H -2.095 3.032 3.435  0.00
H -2.887 2.207 1.239  0.00
H -5.420 2.396 -1.675  0.00
H -4.879 4.190 -3.307  0.00
H -2.546 4.333 -4.217  0.00
H -0.862 2.707 -3.378  0.00
N 0.839 1.491 1.048  0.00
C 1.068 2.256 -0.029  0.01
N 1.472 1.799 -1.179  0.19
C 1.609 2.801 -2.132  0.01
C 1.978 2.641 -3.465  0.02
C 2.037 3.752 -4.287  0.00
C 1.742 5.021 -3.795  0.00
C 1.373 5.200 -2.473  0.00
C 1.300 4.084 -1.656  0.00
S 0.811 3.988 0.023  0.01
H 0.963 0.488 0.995  0.00
H 0.537 1.911 1.909  0.00
H 2.201 1.649 -3.835  0.02
H 2.310 3.632 -5.327  0.00
H 1.795 5.876 -4.455  0.00
H 1.145 6.186 -2.090  0.00
Br -1.097 -4.600 1.130  0.00
C 0.681 -4.590 1.801  0.00
C 1.016 -5.597 2.693  0.00
C 2.285 -5.626 3.247  0.00
C 3.205 -4.637 2.941  0.00
C 2.859 -3.618 2.070  0.00
C 1.599 -3.585 1.480  0.02
C 1.289 -2.486 0.504  0.03
O 1.634 -1.310 0.811  0.15
O 0.734 -2.787 -0.585  0.14
H 0.283 -6.351 2.941  0.00
H 2.544 -6.424 3.931  0.00
H 4.193 -4.661 3.378  0.00
H 3.566 -2.834 1.828  0.00
Te 2.232 -0.600 -1.791  1.12
C 4.006 0.036 -0.819  0.06
C 4.118 0.345 0.531  0.02
C 5.365 0.629 1.064  0.00
C 6.498 0.606 0.262  0.03
C 6.382 0.306 -1.087  0.00
C 5.141 0.016 -1.628  0.04
H 3.255 0.331 1.174  0.00
H 5.457 0.857 2.118  0.00
H 7.471 0.809 0.689  0.00
H 7.266 0.291 -1.711  0.00
H 5.053 -0.234 -2.679  0.01

As for the expectation value of S²: 2.015. As for the net charge: +1. The HOMO-LUMO gap (alpha / beta) is 7.8685 / 6.0350 eV. As for the spin multiplicity: 3. As for the max |F|: 0.7 eV Å⁻¹. For the HOMO energy (alpha / beta), the calculation gives -10.6 / -10.8 eV. The energy above the lowest of the compared OMol25 structures with the same formula, charge and spin is 22.97 kcal/mol.